--- 1 ---
The following is a DFT calculation (the ωB97M-V functional and the def2-TZVPD basis) of a molecular structure, C35H32BrCsN16O3S2.

Output
Gap between HOMO and LUMO = 8.000 eV

```
! RIJCOSX wB97M-V def2-TZVPD def2/J DEFGRID3
* xyz 0 1
Cs 1.254 -0.553 0.126
C 4.205 -0.507 4.202
C 3.796 0.432 5.134
C 2.841 1.368 4.778
C 2.313 1.350 3.487
N 2.722 0.450 2.592
C 3.631 -0.451 2.942
C 1.222 2.290 3.069
C 0.873 3.390 3.846
C -0.207 4.174 3.469
C -0.918 3.848 2.328
C -0.468 2.757 1.596
N 0.570 1.997 1.938
H 4.938 -1.264 4.442
H 4.207 0.430 6.136
H 2.492 2.082 5.509
H 3.901 -1.178 2.177
H 1.429 3.637 4.738
H -0.500 5.022 4.074
H -1.805 4.379 1.998
H -1.004 2.480 0.694
N 3.856 0.380 -2.475
C 4.397 -0.817 -2.187
N 5.596 -1.091 -2.707
C 6.082 -2.283 -2.372
N 7.299 -2.612 -2.845
N 5.467 -3.195 -1.598
C 4.283 -2.810 -1.146
N 3.694 -1.647 -1.388
C 3.546 -3.801 -0.288
C 3.933 -5.135 -0.275
C 3.212 -6.025 0.504
C 2.138 -5.557 1.244
C 1.831 -4.207 1.178
N 2.519 -3.347 0.430
H 4.339 0.940 -3.156
H 2.870 0.578 -2.313
H 7.784 -1.969 -3.443
H 7.681 -3.513 -2.632
H 4.778 -5.448 -0.869
H 3.483 -7.072 0.529
H 1.547 -6.220 1.861
H 1.001 -3.793 1.741
C -4.951 0.548 -1.822
C -3.997 -0.452 -2.344
N -4.231 -1.304 -3.287
N -3.095 -2.061 -3.345
C -2.157 -1.731 -2.445
S -0.707 -2.525 -2.189
N -2.732 -0.656 -1.809
N -2.082 0.111 -0.835
H -5.787 0.643 -2.510
H -4.476 1.510 -1.664
H -5.328 0.252 -0.840
H -3.028 -2.843 -3.973
H -2.765 0.403 -0.136
H -1.742 0.965 -1.283
O -6.059 4.355 0.528
S -4.718 3.856 0.390
O -3.670 4.676 0.977
O -4.547 2.424 0.630
C -4.330 3.909 -1.388
N -5.258 4.120 -2.315
C -4.870 3.953 -3.577
C -3.596 3.531 -3.938
C -2.716 3.331 -2.889
N -3.077 3.551 -1.631
C -1.349 2.758 -2.942
C -0.997 1.660 -3.700
C 0.194 1.009 -3.402
N 1.013 1.405 -2.434
C 0.714 2.511 -1.744
C -0.452 3.211 -1.973
H -5.620 4.140 -4.338
H -3.321 3.372 -4.972
H -1.664 1.253 -4.450
H 0.467 0.103 -3.931
H 1.387 2.805 -0.945
H -0.710 4.057 -1.352
Br 0.139 -1.237 4.460
C -1.298 -1.896 3.406
C -2.467 -2.285 4.044
C -3.493 -2.761 3.248
C -3.303 -2.838 1.875
C -2.093 -2.421 1.351
N -1.100 -1.941 2.108
H -2.561 -2.208 5.117
H -4.428 -3.069 3.696
H -4.077 -3.214 1.220
H -1.888 -2.470 0.288
*
```



--- 2 ---
The following is a DFT calculation (the ωB97M-V functional and the def2-TZVPD basis) of a molecular structure, C35H32BrCsN16O3S2.

Output
Gap between HOMO and LUMO = 5.999 eV

```
! RIJCOSX wB97M-V def2-TZVPD def2/J DEFGRID3
* xyz 0 1
Cs 0.857 -0.858 -1.045
C -1.792 -3.631 2.509
C -1.206 -4.884 2.594
C -0.081 -5.150 1.832
C 0.447 -4.141 1.020
N -0.131 -2.943 0.938
C -1.217 -2.708 1.648
C 1.643 -4.349 0.179
C 2.487 -5.454 0.318
C 3.549 -5.602 -0.556
C 3.757 -4.640 -1.532
C 2.890 -3.559 -1.569
N 1.871 -3.417 -0.746
H -2.667 -3.379 3.088
H -1.622 -5.646 3.237
H 0.363 -6.132 1.864
H -1.655 -1.727 1.515
H 2.331 -6.188 1.094
H 4.204 -6.457 -0.477
H 4.566 -4.722 -2.241
H 3.020 -2.777 -2.305
N 2.079 -0.207 2.256
C 3.220 -0.112 1.548
N 4.348 -0.013 2.245
C 5.463 0.021 1.518
N 6.625 0.153 2.169
N 5.508 -0.084 0.184
C 4.326 -0.159 -0.413
N 3.151 -0.154 0.210
C 4.335 -0.298 -1.877
C 5.480 -0.783 -2.514
C 5.438 -0.998 -3.877
C 4.264 -0.724 -4.567
C 3.194 -0.215 -3.848
N 3.217 -0.006 -2.543
H 2.160 -0.017 3.241
H 1.200 -0.017 1.801
H 6.604 0.255 3.168
H 7.474 0.237 1.642
H 6.363 -0.996 -1.933
H 6.302 -1.385 -4.397
H 4.182 -0.901 -5.628
H 2.259 0.024 -4.342
C -5.682 -1.259 -1.277
C -4.612 -1.909 -2.062
N -4.786 -2.782 -3.001
N -3.551 -3.084 -3.459
C -2.578 -2.411 -2.795
S -0.959 -2.493 -3.073
N -3.271 -1.662 -1.873
N -2.682 -0.787 -0.978
H -6.643 -1.568 -1.672
H -5.602 -0.176 -1.352
H -5.625 -1.541 -0.226
H -3.424 -3.715 -4.234
H -3.301 -0.651 -0.182
H -2.514 0.119 -1.420
O -4.385 4.375 8.104
S -4.452 3.709 6.822
O -3.861 2.382 6.783
O -5.712 3.839 6.096
C -3.423 4.676 5.647
N -3.360 5.997 5.676
C -2.741 6.585 4.670
C -2.135 5.876 3.637
C -2.265 4.490 3.695
N -2.935 3.919 4.693
C -1.705 3.537 2.726
C -1.084 3.888 1.528
C -0.608 2.879 0.706
N -0.702 1.587 0.989
C -1.294 1.258 2.135
C -1.810 2.175 3.026
H -2.715 7.669 4.695
H -1.592 6.382 2.853
H -0.969 4.920 1.234
H -0.122 3.116 -0.233
H -1.351 0.197 2.346
H -2.296 1.888 3.947
Br -3.627 1.113 -3.808
C -2.096 2.174 -4.175
C -2.205 3.239 -5.052
C -1.066 4.002 -5.257
C 0.106 3.649 -4.599
C 0.090 2.548 -3.756
N -1.001 1.827 -3.538
H -3.143 3.463 -5.533
H -1.102 4.858 -5.914
H 1.010 4.224 -4.725
H 0.973 2.222 -3.221
*
```



List of relative energies, unit hartree: 1 0.0000; 2 0.0889



--- 1 ---
The following is a DFT calculation (the ωB97M-V functional and the def2-TZVPD basis) of 2 unconnected molecules or ions with the total composition C3H12NO2.

Output
<S²> = 0.751
Gap between HOMO and LUMO (spin up / spin down) = 3.805 / 10.849 eV

```
! RIJCOSX wB97M-V def2-TZVPD def2/J DEFGRID3
* xyz 0 2
O -1.051 -0.222 -2.026
C 0.356 -0.421 -2.150
C 1.035 0.064 -0.941
N 0.260 0.472 0.301
C 1.043 0.666 1.594
H -1.464 -1.034 -2.453
H 0.562 0.013 -3.199
H 0.580 -1.560 -2.155
H 1.739 -0.613 -0.671
H 1.597 1.010 -1.101
H -0.490 1.231 0.160
H -0.305 -0.392 0.433
H 1.178 1.736 1.859
H 0.550 0.075 2.385
H 2.126 0.295 1.467
H -3.256 -0.319 1.759
H -2.157 -0.740 2.824
O -2.302 -0.261 1.914
*
```



--- 2 ---
The following is a DFT calculation (the ωB97M-V functional and the def2-TZVPD basis) of 3 unconnected molecules or ions with the total composition C3H12NO2.

Output
<S²> = 0.755
Gap between HOMO and LUMO (spin up / spin down) = 3.923 / 6.607 eV

```
! RIJCOSX wB97M-V def2-TZVPD def2/J DEFGRID3
* xyz 0 2
C -2.319 -1.249 -1.012
C -1.759 -0.679 0.287
C -1.033 0.513 0.281
N 0.410 0.471 0.723
H -2.743 -2.244 -0.842
H -3.145 -0.640 -1.383
H -1.521 -1.390 -1.749
H -1.550 -1.396 1.083
H -1.188 1.332 -0.406
H 0.938 1.315 0.982
H 0.501 -0.162 1.521
H 0.957 -0.138 0.060
H 2.396 -1.191 -1.360
H 1.891 -2.389 -0.637
O 1.617 -1.491 -0.869
H 1.593 3.367 1.551
H 2.846 3.249 0.719
O 2.108 2.719 1.051
*
```



List of relative energies, unit hartree: 1 0.0307; 2 0.0000



--- 1 ---
The following is a DFT calculation (the ωB97M-V functional and the def2-TZVPD basis) of 4 unconnected molecules or ions with the total composition C2H10O3.

Output
Structure (SMILES) = C=C.O.O.O
Gap between HOMO and LUMO = 10.530 eV

```
! RIJCOSX wB97M-V def2-TZVPD def2/J DEFGRID3
* xyz 0 1
C 1.245 -2.154 -1.029
C 1.197 -0.831 -1.109
H 0.578 -2.655 -0.334
H 1.637 -2.853 -1.757
H 0.453 -0.347 -0.490
H 1.699 -0.174 -1.801
O -1.452 1.319 -1.390
H -1.958 1.834 -2.016
H -1.959 0.492 -1.305
O 0.424 2.032 0.601
H 0.617 2.980 0.436
H -0.172 1.795 -0.120
O -0.865 -0.959 2.700
H -0.772 -1.875 2.467
H -0.071 -0.542 2.408
*
```



--- 2 ---
The following is a DFT calculation (the ωB97M-V functional and the def2-TZVPD basis) of 3 unconnected molecules or ions with the total composition C2H10O3.

Output
Structure (SMILES) = CCO.O.O
Gap between HOMO and LUMO = 10.005 eV

```
! RIJCOSX wB97M-V def2-TZVPD def2/J DEFGRID3
* xyz 0 1
C -3.016 -0.225 1.290
C -1.945 0.098 0.184
O -0.665 -0.287 0.635
H -2.596 -0.021 2.275
H -3.370 -1.237 1.094
H -3.890 0.420 1.201
H -1.942 1.162 -0.053
H -2.216 -0.419 -0.736
H 0.061 0.092 0.134
O 1.580 0.715 -0.807
H 2.306 0.154 -0.534
H 1.995 1.541 -1.053
O 4.509 -0.300 -1.083
H 4.975 -1.008 -0.639
H 4.213 -0.686 -1.907
*
```



List of relative energies, unit hartree: 1 0.0308; 2 0.0000



--- 1 ---
The following is a DFT calculation (the ωB97M-V functional and the def2-TZVPD basis) of 2 unconnected molecules or ions with the total composition C3H7PS.

Output
Gap between HOMO and LUMO (spin up / spin down) = 7.181 / 7.011 eV

```
! RIJCOSX wB97M-V def2-TZVPD def2/J DEFGRID3
* xyz 0 1
C 0.425 0.178 0.851
C 1.346 0.592 -0.102
C -0.869 -1.781 -0.603
P -1.211 2.798 0.141
S -1.120 -0.526 0.606
H 0.021 2.719 0.571
H 2.298 1.053 0.217
H 1.260 0.448 -1.134
H -1.251 -1.396 -1.602
H -1.526 -2.505 -0.293
H 0.066 -2.176 -0.509
H 0.560 0.595 1.855
*
```



--- 2 ---
The following is a DFT calculation (the ωB97M-V functional and the def2-TZVPD basis) of 2 unconnected molecules or ions with the total composition C3H7PS.

Output
Structure (SMILES) = CC#P.CS
Gap between HOMO and LUMO = 10.027 eV

```
! RIJCOSX wB97M-V def2-TZVPD def2/J DEFGRID3
* xyz 0 1
C 1.680 1.080 0.243
C 1.997 0.674 -1.119
P 2.388 0.192 -2.531
H 1.562 2.193 0.256
H 0.648 0.736 0.402
H 2.249 0.593 0.959
C -1.692 -1.211 0.705
S -2.121 0.245 -0.298
H -2.482 -1.908 0.517
H -1.738 -0.848 1.739
H -0.748 -1.552 0.527
H -1.745 -0.193 -1.400
*
```



--- 3 ---
The following is a DFT calculation (the ωB97M-V functional and the def2-TZVPD basis) of 2 unconnected molecules or ions with the total composition C3H7PS.

Output
Gap between HOMO and LUMO (spin up / spin down) = 7.621 / 7.875 eV

```
! RIJCOSX wB97M-V def2-TZVPD def2/J DEFGRID3
* xyz 0 1
C -0.675 -0.250 -0.117
C 0.274 0.250 0.970
C -0.190 -0.853 -1.490
P -1.998 1.060 -0.347
S -2.347 -0.867 0.401
H 1.380 -0.052 0.735
H -0.133 -0.212 1.997
H 0.278 1.283 1.162
H -0.965 -1.126 -2.050
H 0.267 -1.867 -1.238
H 0.521 -0.053 -1.866
H -2.066 2.828 1.081
*
```



List of relative energies, unit hartree: 1 0.0907; 2 0.0000; 3 0.0630



--- 1 ---
The following is a DFT calculation (the ωB97M-V functional and the def2-TZVPD basis) of C3H7IN2Si in the gas phase.

Output
Gap between HOMO and LUMO (spin up / spin down) = 6.692 / 7.737 eV

```
! RIJCOSX wB97M-V def2-TZVPD def2/J DEFGRID3
* xyz 0 1
C -0.940 1.946 -0.584
C -0.652 1.190 0.763
C 0.921 -1.530 -1.094
N -0.241 1.999 -1.604
N 0.600 0.594 0.999
Si 1.572 0.129 -0.359
I 3.978 0.076 0.069
H -1.946 2.443 -0.451
H -0.876 1.908 1.583
H -1.433 0.522 0.946
H 1.572 -1.992 -1.867
H 0.793 -2.118 -0.210
H 0.128 -1.274 -1.744
H 1.041 1.131 1.772
*
```



--- 2 ---
The following is a DFT calculation (the ωB97M-V functional and the def2-TZVPD basis) of C3H7IN2Si in the gas phase.

Output
Structure (SMILES) = C[Si@@]1(I)N=CCN1
Gap between HOMO and LUMO = 10.040 eV

```
! RIJCOSX wB97M-V def2-TZVPD def2/J DEFGRID3
* xyz 0 1
C 2.246 0.632 -0.751
Si 0.348 0.473 -0.667
I -0.552 2.150 -2.202
N -0.456 -1.026 -1.020
C -1.273 -1.386 -0.118
C -1.497 -0.553 1.122
N -0.668 0.662 1.142
H 2.841 0.320 0.082
H 2.539 0.085 -1.560
H 2.480 1.638 -0.693
H -1.901 -2.204 -0.227
H -2.617 -0.224 1.131
H -1.569 -1.164 1.939
H 0.081 0.596 1.823
*
```



List of relative energies, unit hartree: 1 0.0779; 2 0.0000